Record 1
Molecular formula: C42H56BaClN6O2S2
Method: DFT, the ωB97M-V functional and the def2-TZVPD basis

Element x y z (Å)
1 Ba 1.9533 0.0531 -0.4254
2 C 1.6971 2.5639 1.5287
3 C 1.0044 1.3688 1.8497
4 C 1.9074 0.5415 2.5633
5 C 3.1422 1.2100 2.6668
6 C 3.0110 2.4614 2.0186
7 C 4.0382 3.5428 1.8881
8 C 4.3196 0.6923 3.4388
9 C 1.5458 -0.7263 3.2778
10 C -0.4897 1.2508 1.9743
11 C 1.1370 3.7578 0.8111
12 H 3.7423 4.4501 2.4239
13 H 4.2033 3.8497 0.8506
14 H 5.0070 3.2479 2.2958
15 H 4.0908 0.5857 4.5032
16 H 5.1794 1.3618 3.3786
17 H 4.6607 -0.2934 3.1026
18 H 1.3529 -0.5649 4.3453
19 H 2.3238 -1.4928 3.2204
20 H 0.6311 -1.1687 2.8809
21 H -0.8527 1.6043 2.9460
22 H -0.8536 0.2220 1.8761
23 H -1.0266 1.8419 1.2236
24 H 1.2614 4.6784 1.3889
25 H 0.0672 3.6530 0.6177
26 H 1.6174 3.9462 -0.1575
27 O 3.4023 -1.4121 -2.4027
28 C 3.6859 -2.8157 -2.4674
29 C 4.8786 -3.1852 -1.6031
30 C 4.6707 -2.7638 -0.1455
31 C 3.4318 -3.3803 0.4403
32 C 3.4038 -4.7221 0.8041
33 C 2.2385 -5.2669 1.3082
34 C 1.1229 -4.4527 1.4361
35 C 1.2351 -3.1317 1.0514
36 N 2.3556 -2.5904 0.5557
37 H 4.1460 -0.9174 -2.7663
38 H 3.8229 -3.1302 -3.5042
39 H 2.7797 -3.2988 -2.0989
40 H 5.7873 -2.7159 -1.9920
41 H 5.0382 -4.2643 -1.6760
42 H 4.5672 -1.6781 -0.0935
43 H 5.5460 -3.0180 0.4544
44 H 4.2991 -5.3213 0.6987
45 H 2.2010 -6.3079 1.6011
46 H 0.1876 -4.8256 1.8291
47 H 0.3829 -2.4712 1.1406
48 C -0.0150 0.1922 -3.9826
49 C 1.2154 1.0344 -4.0801
50 N 2.0379 1.2308 -3.0777
51 C 3.0616 2.0769 -3.4528
52 C 3.0070 2.5116 -4.7399
53 S 1.6351 1.8553 -5.5074
54 C 4.1281 2.3809 -2.4890
55 C 5.0177 3.4031 -2.5914
56 S 6.1532 3.2934 -1.3265
57 C 5.3749 1.9086 -0.7293
58 N 4.3085 1.5428 -1.4030
59 C 5.9049 1.1292 0.4221
60 H 0.0799 -0.5041 -3.1526
61 H -0.1832 -0.3822 -4.8928
62 H -0.8971 0.8127 -3.8114
63 H 3.7106 3.1384 -5.2610
64 H 5.0492 4.1862 -3.3298
65 H 6.7313 1.6353 0.9179
66 H 6.2632 0.1583 0.0743
67 H 5.1063 0.9801 1.1476
68 C -4.0443 0.2342 2.0302
69 C -4.4862 -1.1831 1.6568
70 C -5.5495 -1.6189 2.6731
71 C -3.2689 -2.1170 1.8291
72 C -5.0735 -1.2828 0.2071
73 O -5.2363 -2.6581 -0.1527
74 C -6.4739 -0.6427 0.0073
75 C -6.7514 0.8522 0.2395
76 C -5.9523 1.7721 -0.6510
77 C -6.0831 1.6906 -2.0367
78 C -5.2658 2.4207 -2.8828
79 C -4.3041 3.2554 -2.3331
80 Cl -3.2379 4.1393 -3.3859
81 C -4.1854 3.4010 -0.9625
82 C -5.0167 2.6596 -0.1321
83 C -4.1799 -0.7213 -0.9053
84 N -2.7846 -1.1447 -0.9295
85 C -1.7228 -0.3842 -0.6881
86 N -0.6069 -1.0908 -0.8145
87 C -1.0881 -2.3214 -1.1582
88 N -2.3913 -2.3966 -1.2469
89 H -3.4878 0.1973 2.9694
90 H -4.8798 0.9139 2.1841
91 H -3.3778 0.6885 1.2951
92 H -5.1416 -1.5238 3.6804
93 H -5.8392 -2.6670 2.5563
94 H -6.4518 -1.0085 2.6318
95 H -3.1677 -2.3731 2.8855
96 H -2.3340 -1.6337 1.5366
97 H -3.3719 -3.0381 1.2601
98 H -5.8658 -3.0618 0.4553
99 H -7.1686 -1.2151 0.6259
100 H -6.7508 -0.8898 -1.0213
101 H -6.6063 1.1287 1.2831
102 H -7.8168 0.9986 0.0421
103 H -6.8244 1.0278 -2.4685
104 H -5.3657 2.3470 -3.9569
105 H -3.4545 4.0847 -0.5525
106 H -4.9168 2.7663 0.9409
107 H -4.1387 0.3635 -0.8625
108 H -4.6144 -1.0038 -1.8632
109 H -1.8075 0.6571 -0.4213
110 H -0.4583 -3.1744 -1.3562

Largest force on an atom in eV/A: 1.115
Charge: +1
ΔE to the lowest compared entry with this formula, charge and spin in eV: 0.7867
HOMO energy in eV: -8.574
Kohn-Sham gap in eV: 6.657

***

Record 2
Molecular formula: C3H6N4
Method: DFT, the ωB97M-V functional and the def2-TZVPD basis

Element x y z (Å)
1 C 0.1903 -0.5690 -2.1516
2 C 0.0674 -0.3361 -0.6914
3 C -0.1982 0.5597 1.2372
4 H -0.5676 -1.2292 -2.6010
5 H 1.1879 -0.9773 -2.3765
6 H 0.1595 0.4142 -2.6170
7 H -0.0050 1.3459 3.0344
8 H -0.4191 2.5206 1.9287
9 H 0.1313 -2.2180 0.2422
10 N -0.2320 0.8623 -0.0564
11 N -0.5183 1.5386 2.2225
12 N 0.0884 -0.6971 1.5405
13 N 0.1154 -1.2145 0.2884

Largest force on an atom in eV/A: 3.597
ΔE to the lowest compared entry with this formula, charge and spin in eV: 0.2184
HOMO energy in eV: -8.678
SMILES: Cc1nc(N)n[nH]1
Kohn-Sham gap in eV: 9.582

***

Record 3
Molecular formula: C23H18N6O4
Method: DFT, the ωB97M-V functional and the def2-TZVPD basis

Element x y z (Å)
1 N -4.1858 4.5114 -0.7749
2 C -4.0576 3.3876 -0.4818
3 C -3.8733 2.0073 -0.1491
4 C -4.1947 0.8629 -0.9314
5 C -3.7856 -0.4347 -0.5414
6 N -4.0169 -1.5892 -1.3707
7 O -4.3676 -1.3725 -2.5560
8 O -3.8874 -2.7513 -0.9110
9 C -2.9510 -0.6316 0.6415
10 C -2.7206 0.5359 1.4503
11 N -1.8754 0.6992 2.5373
12 O -1.2597 -0.0533 3.2756
13 O -1.8336 2.1334 2.7466
14 N -2.6288 2.8220 1.8164
15 C -3.1852 1.8070 1.0839
16 H -4.7013 0.9819 -1.9067
17 H -3.0668 -1.5707 1.2062
18 C 5.2501 -0.1247 -0.7244
19 C 4.4631 0.9598 -0.3062
20 C 3.3590 0.7585 0.5252
21 C 2.9843 -0.5470 0.8741
22 C 1.7504 -0.7952 1.6818
23 N 0.7360 -1.5213 0.8840
24 C -0.0047 -2.6265 1.5096
25 C -1.1462 -2.8013 0.5373
26 N -1.3478 -1.4331 0.0292
27 C -0.1651 -0.8260 0.1161
28 C 0.2525 0.2959 -0.7411
29 C -0.1763 1.6213 -0.5623
30 C 0.3076 2.6068 -1.4295
31 C 1.1900 2.2543 -2.4614
32 C 1.5848 0.9208 -2.6637
33 C 1.1013 -0.0644 -1.8062
34 C 3.8083 -1.6306 0.5297
35 C 4.9235 -1.4181 -0.2846
36 H 6.1262 0.0406 -1.3547
37 H 4.7153 1.9786 -0.6162
38 H 2.7429 1.5984 0.8802
39 H 1.9873 -1.4020 2.5640
40 H 1.3197 0.1579 2.0252
41 H 0.5782 -3.5390 1.6691
42 H -0.3341 -2.2926 2.5100
43 H -0.8459 -3.4324 -0.3165
44 H -2.0472 -3.2262 0.9759
45 H -0.8683 1.8418 0.2591
46 H 0.0020 3.6455 -1.2600
47 H 1.5928 3.0397 -3.1008
48 H 2.2722 0.6409 -3.4726
49 H 1.3767 -1.1195 -1.9273
50 H 3.5534 -2.6374 0.8925
51 H 5.5489 -2.2691 -0.5699

Largest force on an atom in eV/A: 3.251
ΔE to the lowest compared entry with this formula, charge and spin in eV: 0.5136
HOMO energy in eV: -8.098
Kohn-Sham gap in eV: 6.604

***

Record 4
Molecular formula: C2H5NO2P
Method: DFT, the ωB97M-V functional and the def2-TZVPD basis

Element x y z (Å)
1 C 0.2719 -0.3277 1.0180
2 C 0.0690 -1.0393 -0.2983
3 N -0.6426 1.3563 -0.2261
4 O -1.1447 2.4820 -0.3513
5 O -0.5838 0.8320 0.9618
6 P -0.2016 0.2739 -1.6629
7 H -0.1454 -1.0196 1.8333
8 H 1.2470 -0.0202 1.1950
9 H 0.9688 -1.7425 -0.6205
10 H -0.9235 -1.4706 -0.2554
11 H 1.0849 0.6757 -1.5936

Largest force on an atom in eV/A: 5.067
Charge: +1
ΔE to the lowest compared entry with this formula, charge and spin in eV: 4.4684
HOMO energy in eV: -16.355
SMILES: O=[N+]1OCCP1
Kohn-Sham gap in eV: 9.474

***

Record 5
Molecular formula: C7H15AgCl6NiO9P2
Method: DFT, the ωB97M-V functional and the def2-TZVPD basis

Element x y z (Å)
1 Ag -19.6325 -5.9392 3.9319
2 Ni -17.2522 -3.9902 3.0423
3 P -21.7208 -7.6056 3.1736
4 O -21.0579 -6.5353 2.2725
5 O -22.1766 -8.9947 2.6221
6 O -23.0187 -6.8129 3.5409
7 O -20.7134 -7.7365 4.3264
8 P -20.5809 -3.3600 3.1534
9 O -21.5975 -3.5897 2.0252
10 O -21.1227 -4.4332 4.0445
11 O -20.4462 -1.9164 3.7494
12 O -19.2045 -3.9472 2.8582
13 C -17.1599 -7.5036 2.8385
14 O -17.4957 -6.1260 2.8177
15 H -16.4950 -7.6894 3.6820
16 H -18.0851 -8.0720 2.9332
17 H -16.4988 -7.9220 2.0795
18 Cl -13.5808 -4.6638 8.3986
19 C -15.0392 -5.2834 7.5178
20 C -14.6704 -6.1156 6.2676
21 Cl -13.7612 -7.5373 6.7211
22 H -15.7130 -4.4742 7.2362
23 H -15.5969 -5.9034 8.2197
24 H -14.0506 -5.5811 5.5477
25 H -15.6084 -6.3933 5.7866
26 Cl -14.7461 -4.3785 2.7323
27 C -13.9446 -5.8757 2.1722
28 C -12.4279 -5.6165 2.2828
29 Cl -12.0455 -4.4710 0.9667
30 H -14.3496 -6.1104 1.1878
31 H -14.2627 -6.6469 2.8737
32 H -11.7137 -6.4305 2.1593
33 H -12.3842 -5.2250 3.2991
34 Cl -18.8401 -6.3771 -1.8011
35 C -19.2399 -5.4192 -0.3482
36 C -18.6282 -4.0349 -0.3684
37 Cl -16.8622 -4.0987 0.0334
38 H -18.9044 -6.0356 0.4858
39 H -20.3192 -5.2673 -0.3516
40 H -19.1416 -3.3837 0.3391
41 H -18.8701 -3.6831 -1.3713

Largest force on an atom in eV/A: 4.995
Charge: -3
HOMO energy (alpha / beta) in eV: 1.772 / 2.185
Spin multiplicity: 4
Kohn-Sham gap (alpha / beta) in eV: 3.164 / 2.751
⟨S²⟩: 3.79

***

Record 6
Molecular formula: C3H10N4
Method: DFT, the ωB97M-V functional and the def2-TZVPD basis

Element x y z (Å)
1 C -1.5954 -0.1437 0.3970
2 N 0.6641 -0.4728 0.0517
3 C -0.3761 0.6274 0.2305
4 N 1.1782 -0.6029 -1.2747
5 N 1.7323 -0.3653 1.0405
6 N -2.2149 -0.7006 -0.8146
7 C 0.0198 1.8953 0.3703
8 H 1.6935 -1.4776 -1.3198
9 H 1.8340 0.1616 -1.4227
10 H 2.0487 -1.3138 1.2307
11 H 1.2938 -0.0133 1.8885
12 H -1.8488 -1.5973 -1.1006
13 H -2.1743 -0.0727 -1.6114
14 H -2.3360 0.3536 1.0234
15 H -0.2596 -1.1340 0.4069
16 H -0.7225 2.6749 0.4698
17 H 1.0632 2.1812 0.4346

Largest force on an atom in eV/A: 0.438
ΔE to the lowest compared entry with this formula, charge and spin in eV: 5.6986
HOMO energy in eV: -6.908
Kohn-Sham gap in eV: 7.551